The following is a quantum chemistry calculation of a cluster of 2 separate species, C6H8NO in total, from the Open Molecules 2025 dataset.

Geometry (Å):
C1 -1.869 -1.946 0.764
C2 -0.673 -1.172 0.879
C3 -2.399 -1.680 -0.464
C4 -0.642 -0.544 -0.309
C5 2.206 1.004 -0.100
C6 1.007 0.996 -0.920
N1 1.170 2.037 0.082
O1 -1.623 -0.795 -1.132
H1 -2.249 -2.605 1.516
H2 0.006 -1.133 1.702
H3 -3.282 -2.037 -0.954
H4 2.314 0.292 0.708
H5 3.148 1.347 -0.515
H6 0.923 1.233 -1.962
H7 0.587 2.011 0.919
H8 1.376 2.993 -0.214

Calculated values
- Molar mass: 110.1 u
- Gap between HOMO and LUMO: 8.2 eV
- Energy above the lowest of the compared OMol25 structures with the same formula, charge and spin: 304.20 kJ/mol
- HOMO: -12.748 eV
- Calculated total energy: -362.9814 Eh
- Total charge: +1
- E_LUMO: -4.52 eV

Mulliken atomic charge list, values in e, 5 entries: atom 1 (C): -0.51, atom 2 (C): -0.06, atom 3 (C): -0.41, atom 4 (C): 0.16, atom 5 (C): -0.29